Run one
Here is a 2-piece molecular cluster, C14H20N2O overall from the Open Molecules 2025 dataset. Energies are from ωB97M-V/def2-TZVPD.

Geometry as XYZ:
```
37
C14H20N2O (ωB97M-V/def2-TZVPD)
C 3.07865 0.06748 -1.63994
C 1.72180 -0.09893 -2.26916
C 1.47413 -1.05707 -3.22035
N 0.07695 -1.07410 -3.48776
C -0.46814 0.07481 -2.97287
C -1.68623 0.70082 -3.24060
C -2.18342 1.53850 -2.25034
C -1.32410 2.05755 -1.23843
C -0.04385 1.59283 -1.18698
C 0.47165 0.59421 -2.06330
H 3.66223 -0.87148 -1.67987
H 3.00216 0.23649 -0.55570
H 3.66462 0.82136 -2.16152
H 1.92227 -1.65696 -4.02000
H -0.31211 -1.38745 -4.36455
H -2.29492 0.45056 -4.09720
H -2.96605 2.29151 -2.44096
H -1.62175 2.71875 -0.44390
H 0.74236 1.96918 -0.51059
C -0.40441 1.31160 3.54732
C -1.22548 0.26026 2.82457
N -0.48031 -0.97564 2.49339
C 0.00219 -1.66526 3.76785
C 0.26314 -1.03923 1.30143
C -0.48298 -1.54584 0.12370
O 1.44014 -0.72570 1.37284
H 0.56487 1.66688 3.23074
H -0.07040 1.17141 4.57735
H -1.03821 2.17148 3.72383
H -2.07408 0.09846 3.48368
H -1.45257 0.72279 1.83568
H -0.82047 -2.30696 4.00286
H 1.01336 -2.00093 3.61688
H 0.09635 -0.85015 4.50706
H -0.59497 -2.62891 0.21240
H -1.50818 -1.16255 0.15257
H -0.14426 -1.46978 -0.93015
```

Output
* SMILES string: Cc1c[nH]c2ccccc12.CCN(C)C(C)=O
* HOMO-LUMO gap: 8.92 eV
* E_HOMO: -8.0 eV

***

Run two
Here is an isolated molecule of C14H20N2O from the Open Molecules 2025 dataset. Energies are from ωB97M-V/def2-TZVPD.

Geometry as XYZ:
```
37
C14H20N2O (ωB97M-V/def2-TZVPD)
C 0.41777 2.57866 3.73191
C 1.63204 1.70874 3.41484
O 1.31721 0.49271 2.77099
C 0.87126 0.62484 1.44336
C 0.85685 -0.77645 0.81817
N 0.30481 -0.75906 -0.50534
C -0.95028 -1.12773 -0.93303
C -1.98737 -1.73021 -0.04181
C -2.78213 -0.62395 0.66079
C -2.92027 -2.61477 -0.86655
N -1.13957 -0.90177 -2.20038
C 0.02446 -0.35528 -2.67216
C 0.37136 0.06658 -3.95018
C 1.64048 0.57383 -4.13371
C 2.55402 0.66043 -3.08182
C 2.22887 0.24762 -1.80478
C 0.95298 -0.25658 -1.61119
H 0.72550 3.41481 4.35336
H -0.03218 2.97228 2.82356
H -0.32598 1.99526 4.26911
H 2.34970 2.27905 2.80512
H 2.12315 1.40504 4.34267
H -0.14088 1.05404 1.40218
H 1.54159 1.28707 0.87467
H 0.27060 -1.43479 1.46131
H 1.88155 -1.15916 0.78003
H -1.49275 -2.34710 0.71775
H -3.24047 0.02664 -0.08005
H -2.13942 -0.02530 1.30212
H -3.56656 -1.06154 1.27402
H -2.36184 -3.42005 -1.33614
H -3.38471 -2.02389 -1.64980
H -3.69186 -3.04380 -0.23154
H -0.33479 -0.00807 -4.76137
H 1.94261 0.91087 -5.11446
H 3.53944 1.05929 -3.27319
H 2.94483 0.31174 -0.99849
```

Output
* SMILES string: CCOCCn1c(C(C)C)nc2ccccc21
* HOMO-LUMO gap: 9.18 eV
* E_HOMO: -8.3 eV

***

Run three
Here is a 2-piece molecular cluster, C14H20N2O overall from the Open Molecules 2025 dataset. Energies are from ωB97M-V/def2-TZVPD.

Geometry as XYZ:
```
37
C14H20N2O (ωB97M-V/def2-TZVPD)
C -2.66235 -1.54073 2.17271
C -2.10048 -0.28264 1.58812
C -3.00613 0.72143 1.34926
N -2.42612 1.95121 1.43894
C -1.05194 1.77615 1.54004
C -0.03617 2.72880 1.55469
C 1.22219 2.24299 1.91717
C 1.39831 0.90617 2.25330
C 0.43992 -0.07004 2.11696
C -0.84977 0.38953 1.82319
H -3.69857 -1.75563 1.84410
H -2.50308 -1.72301 3.22177
H -2.43020 -2.50293 1.66498
H -4.02814 0.49348 1.10318
H -2.81884 2.84144 1.19376
H -0.05376 3.67329 1.02076
H 2.10646 2.84090 1.79562
H 2.39743 0.70743 2.64219
H 0.61788 -1.06165 2.49741
C 3.07526 -1.11922 -0.83938
C 2.52737 -0.80690 -2.27206
N 1.08227 -0.66405 -2.13975
C 0.45182 -1.99017 -2.28997
C 0.30638 0.40676 -1.76330
C -0.99247 0.64040 -2.50052
O 0.77977 1.24015 -1.00904
H 2.63383 -0.21834 -0.38664
H 4.12142 -1.35368 -0.66337
H 2.46421 -1.86524 -0.31624
H 3.05485 0.07194 -2.63340
H 2.65077 -1.67239 -2.91643
H -0.60672 -2.16537 -2.15473
H 0.84550 -2.46456 -3.19271
H 0.84203 -2.57052 -1.44972
H -1.40934 1.57440 -2.13051
H -0.77752 0.89707 -3.53806
H -1.56606 -0.27647 -2.54233
```

Output
* SMILES string: Cc1c[nH]c2ccccc12.CCN(C)C(C)=O
* HOMO-LUMO gap: 8.35 eV
* E_HOMO: -7.6 eV

***

It turns out run two is the most stable, with the second structure 2.419 eV higher.

***

Run one
Here is a 4-piece molecular cluster, C3H13NO4 overall from the Open Molecules 2025 dataset. Energies are from ωB97M-V/def2-TZVPD.

Geometry as XYZ:
```
21
C3H13NO4 (ωB97M-V/def2-TZVPD)
N 0.47834 -0.39047 -0.89957
C 0.33248 0.20889 0.41001
C 1.52364 -0.04399 1.38494
C 2.66941 0.88295 1.02612
O 3.03328 1.70894 1.82912
H 0.87588 -1.31224 -0.81507
H -0.42569 -0.35586 -1.36149
H 0.03533 1.25221 0.35146
H -0.51178 -0.27882 0.99245
H 1.89607 -1.04687 1.09666
H 1.33568 -0.02228 2.43861
H 3.06375 0.62404 0.04770
O -2.42915 -0.55552 -1.50236
H -2.30546 0.39337 -1.47670
H -2.61994 -0.85735 -0.60003
O -0.31206 2.81581 -1.32555
H -0.18824 2.64276 -2.26136
H 0.55759 3.10582 -1.02509
O -2.25196 -2.60121 0.49530
H -2.63708 -2.85120 1.33020
H -2.12007 -3.31898 -0.13533
```

Output
* SMILES string: NCCC=O.O.O.O
* HOMO-LUMO gap: 9.13 eV
* E_HOMO: -8.7 eV

***

Run two
Here is a 5-piece molecular cluster, C3H13NO4 overall from the Open Molecules 2025 dataset. Energies are from ωB97M-V/def2-TZVPD.

Geometry as XYZ:
```
21
C3H13NO4 (ωB97M-V/def2-TZVPD)
C -1.58132 1.28503 -0.62336
C -1.32857 -0.01015 -0.43915
N -1.44746 -0.69918 0.75402
C -2.20630 -1.64186 1.08039
H -2.12467 1.93361 0.05273
H -1.07704 1.81037 -1.42561
H -0.89934 -0.55828 -1.26497
H -2.05476 -2.15474 2.02634
H -3.05390 -1.97390 0.47143
O 0.78992 1.10066 2.44341
H 1.57420 0.63380 2.13758
H 0.02318 0.66793 2.04356
O 1.52568 -1.82483 0.06618
H 1.31996 -1.35064 -0.75297
H 0.93152 -1.43675 0.71383
O 1.10810 -0.43667 -2.48669
H 0.43143 -0.32666 -3.16442
H 1.90793 -0.10372 -2.89667
O 1.62091 1.86090 -0.36429
H 0.89877 2.31366 0.09401
H 2.39346 2.19309 0.10535
```

Output
* SMILES string: C=CN=C.O.O.O.O
* HOMO-LUMO gap: 9.45 eV
* E_HOMO: -9.1 eV

***

It turns out run one is the most stable, with the second structure 0.768 eV higher.

***

Run one
Here is a 5-piece molecular cluster, CH13N3O4 overall from the Open Molecules 2025 dataset. Energies are from ωB97M-V/def2-TZVPD.

Geometry as XYZ:
```
21
CH13N3O4 (ωB97M-V/def2-TZVPD)
N 0.49132 -0.52082 0.29135
C 1.11825 -1.10293 -0.63565
N 0.86414 -2.38747 -1.00627
N 2.19108 -0.29202 -1.19574
H -0.39529 -0.89140 0.65962
H 1.35575 -2.98033 -1.62407
H 0.04273 -2.84690 -0.82907
H 1.79469 0.62794 -1.54451
H 2.56760 -0.58816 -2.01374
O 0.59580 3.18958 -0.98310
H -0.21422 3.53439 -0.52056
H 1.11082 2.51831 -0.46869
O -3.34932 -2.23254 0.47893
H -3.94279 -1.67244 0.85956
H -3.43029 -2.92097 1.17929
O -1.30660 1.84407 0.06726
H -1.99140 2.01211 0.71445
H -0.73529 1.25742 0.56097
O 1.16954 1.50268 1.98496
H 0.64966 1.12293 2.69525
H 1.41382 0.82653 1.32976
```

Output
* SMILES string: N=C(N)N.O.O.O.O
* HOMO-LUMO gap: 9.85 eV
* E_HOMO: -9.5 eV

***

Run two
Here is CH13N3O4 as an isolated structure from the Open Molecules 2025 dataset. Energies are from ωB97M-V/def2-TZVPD.

Geometry as XYZ:
```
21
CH13N3O4 (ωB97M-V/def2-TZVPD)
N 0.73648 -2.33396 0.90242
C 0.48559 -0.89648 0.83452
N 1.11925 -0.31341 -0.19148
N -0.74930 -0.49369 1.28737
H -0.08407 -2.80916 0.51816
H 0.81033 -2.55671 1.89026
H 1.48439 0.67867 -0.20094
H 1.53383 -0.97339 -0.83446
H 0.96178 -0.42992 1.78416
H 2.50938 2.57915 -0.46960
H 0.82862 2.71932 -1.08886
O 1.61420 2.27551 -0.27451
H -1.81449 -1.57843 1.00945
H -2.83793 -2.61120 1.38493
O -2.25126 -2.37919 0.64865
H -0.08346 3.78173 -2.17086
H -1.02832 0.28481 0.63527
O -0.18056 2.91937 -1.74640
H -0.62578 0.04057 -1.20069
H -1.02555 1.50369 -1.43875
O -1.40312 0.59273 -1.27864
```

Output
* HOMO-LUMO gap: 4.58 eV
* E_HOMO: -8.8 eV

***

It turns out run one is the most stable, with the second structure 4.826 eV higher.

***

Run one
Here is C6H13N2PbS as an isolated structure from the Open Molecules 2025 dataset. Energies are from ωB97M-V/def2-TZVPD.

Geometry as XYZ:
```
23
C6H13N2PbS (ωB97M-V/def2-TZVPD)
C -1.20727 0.98758 -4.11984
Pb -0.55366 0.98368 -2.01913
N 0.53252 -1.46222 -2.27469
H -1.83436 0.48237 -0.80432
H 1.19418 1.54242 -0.70537
H -1.61240 1.98668 -4.32798
H -1.88908 0.22974 -4.52161
H -0.18310 0.77010 -4.49912
H 0.29090 -2.42684 -2.03411
H 1.45700 -1.30981 -1.88379
H 0.63196 -1.44930 -3.28012
S 1.95082 0.69763 0.12622
C 0.80003 0.34749 1.38864
N 1.10050 -0.84315 1.97226
C 0.54964 -1.26602 3.11645
C -0.34616 -0.46389 3.76371
C -0.72289 0.77916 3.19653
C -0.13274 1.20564 1.99935
H 1.76999 -1.41448 1.49671
H 0.84719 -2.21706 3.47844
H -0.79734 -0.75916 4.72556
H -1.47895 1.42763 3.68261
H -0.36676 2.17179 1.52361
```

Output
* total charge: +1
* HOMO-LUMO gap: 6.11 eV
* E_HOMO: -10.4 eV

***

Run two
Here is C6H13N2PbS as an isolated structure from the Open Molecules 2025 dataset. Energies are from ωB97M-V/def2-TZVPD.

Geometry as XYZ:
```
23
C6H13N2PbS (ωB97M-V/def2-TZVPD)
C -0.80206 0.95032 -2.59086
Pb -0.75661 0.74752 -0.54950
N 0.78552 -1.57530 -1.01259
H -1.94920 0.57222 0.94329
H 0.98759 1.47029 -0.93458
H -1.04347 2.04923 -2.67133
H -1.52145 0.22148 -2.83643
H 0.16462 0.96731 -3.12383
H 0.53358 -2.50565 -0.72363
H 1.69870 -1.32716 -0.59365
H 0.86943 -1.53564 -2.02668
S 1.83607 0.76558 1.34737
C 0.99537 0.34644 2.69850
N 1.24601 -0.87309 3.30690
C 0.68957 -1.30522 4.47169
C -0.25757 -0.46758 5.13847
C -0.56414 0.74774 4.51398
C 0.04310 1.14048 3.35620
H 1.95197 -1.49463 2.84147
H 1.00263 -2.27335 4.85970
H -0.66480 -0.78728 6.06160
H -1.30619 1.38938 5.00223
H -0.19546 2.10163 2.87451
```

Output
* total charge: +1
* HOMO-LUMO gap: 6.45 eV
* E_HOMO: -10.8 eV

***

It turns out run one is the most stable, with the second structure 2.026 eV higher.